276
Properties=species:S:1:pos:R:3:forces:R:3:mulliken_charge:R:1 method="wB97M-V/def2-TZVPD" total_energy_ev=-314335.46508 charge=-1 max_force_ev_per_a=7.6
C -2.372735 5.919324 5.414762 -1.673 -0.182 0.102 -1.662
C -2.631986 5.653278 3.886572 0.716 -0.184 0.286 0.409
N -3.817754 4.767168 3.437067 -0.327 -0.729 1.423 1.259
C -3.607690 3.420024 4.185729 0.341 0.416 -0.687 -0.814
C -5.149794 5.352717 3.880417 -0.195 0.880 -0.195 -0.746
C -6.425027 4.547375 3.524290 0.101 0.106 0.553 -1.077
C -3.807835 4.510735 1.886727 0.447 1.295 0.399 0.769
C -4.069458 5.812551 1.024425 0.331 -0.874 -0.542 -1.454
O -2.960994 6.728387 0.930305 1.192 -0.155 0.087 0.230
C -3.097143 7.856997 0.064852 -2.128 0.387 0.635 -1.183
H -1.425179 6.396947 5.663974 0.140 -0.052 -0.750 0.388
H -2.455685 5.081947 6.107599 0.237 -0.502 -0.535 0.360
H -3.143222 6.578315 5.814996 -0.064 0.359 -0.161 0.425
H -1.766259 5.106071 3.513495 0.037 0.051 -0.248 -0.307
H -2.683323 6.619042 3.383829 -0.268 -0.187 -0.182 0.245
H -4.239771 2.671035 3.708671 0.015 -0.140 0.073 0.079
H -3.786064 3.499734 5.258081 -0.587 0.377 -0.261 0.330
H -2.540932 3.203849 4.127638 -0.100 -0.346 -0.535 0.304
H -5.107340 6.399512 3.579544 -0.392 -0.053 -1.144 0.651
H -5.119643 5.591720 4.943462 0.305 -1.046 0.375 0.471
H -7.320974 5.168092 3.514395 0.273 0.516 0.006 0.405
H -6.623772 3.844446 4.333297 0.211 -0.297 -0.188 0.383
H -6.472778 4.007000 2.578867 0.514 0.007 0.007 0.026
H -4.519378 3.741899 1.585591 -0.879 0.342 0.606 -0.289
H -2.897870 3.933767 1.721894 0.672 0.779 -0.149 -0.293
H -4.998692 6.313644 1.295580 0.029 0.116 0.446 0.622
H -4.301256 5.472241 0.015196 -0.048 -0.362 -0.097 0.374
H -3.342849 7.712981 -0.987287 0.488 -0.936 -0.187 0.311
H -2.314738 8.611565 0.145905 0.515 -0.663 0.316 0.330
H -3.993687 8.384522 0.390474 -0.246 0.315 0.185 0.490
C 4.228541 1.926745 4.859982 -0.742 -1.186 -0.410 -1.110
C 4.663936 0.490130 5.327803 0.687 -0.146 0.424 -0.641
N 4.642580 -0.689430 4.326335 1.401 1.000 -0.517 0.617
C 5.757832 -0.525962 3.252848 -0.287 -0.341 0.951 -0.722
C 5.042201 -2.024985 5.070383 0.881 -0.158 -1.180 0.318
C 6.532210 -2.107715 5.562982 -0.394 0.912 -0.067 -1.290
C 3.308842 -0.697550 3.589206 -0.773 -2.412 1.301 -0.233
C 2.056686 -0.984898 4.494348 -1.082 -1.130 -0.517 0.338
O 1.904443 -2.380348 4.932824 1.646 0.870 1.159 -0.138
C 0.659388 -2.681841 5.666585 0.498 -0.988 -1.985 -0.661
H 3.245375 1.881215 4.391566 -0.277 0.021 0.353 0.095
H 4.812096 2.430936 4.089690 0.706 -0.559 0.073 0.326
H 4.146431 2.639541 5.680518 0.055 -0.440 0.268 0.395
H 4.172908 0.032990 6.186888 -1.263 0.698 -0.175 0.652
H 5.641664 0.499747 5.809512 0.588 0.227 -0.811 0.500
H 5.904500 -1.484666 2.755380 -0.067 -0.179 0.348 0.113
H 6.623094 -0.268333 3.863619 0.149 0.142 -0.620 0.544
H 5.569412 0.152256 2.420607 -0.541 0.574 0.584 0.189
H 5.100535 -2.731203 4.242152 -1.065 -0.175 0.114 -0.496
H 4.286187 -2.337545 5.790685 -0.064 0.453 -0.165 0.791
H 6.897056 -1.161746 5.963139 0.022 -0.038 0.185 0.260
H 7.194998 -2.368991 4.738023 -0.116 0.080 -0.095 0.343
H 6.713796 -2.866237 6.324398 -0.584 0.001 0.061 0.353
H 3.340437 -1.576396 2.945208 0.251 -0.126 -0.131 -0.616
H 3.267452 0.160294 2.918025 -0.213 0.263 0.507 0.674
H 1.210337 -0.980414 3.807508 -0.052 1.211 -0.252 -0.654
H 1.860454 -0.293672 5.313990 0.216 0.187 -0.085 0.355
H 0.676211 -2.900224 6.734352 0.606 1.327 0.301 0.286
H 0.487318 -3.697848 5.311309 -0.534 0.073 -0.428 0.146
H -0.114521 -2.018473 5.280442 -0.313 -0.062 0.668 0.214
C 1.201387 6.778193 3.027587 0.008 -0.748 -1.508 -1.446
C 1.248231 5.879220 1.762994 -0.156 0.089 -0.175 0.645
N 1.591944 6.534871 0.371860 -0.322 -0.230 0.220 1.053
C 0.538749 7.627992 0.063527 1.787 -0.798 -0.282 -1.345
C 3.028486 7.247188 0.409026 -0.579 -1.460 -1.343 -0.547
C 3.785787 7.534201 -0.966311 -0.281 0.480 0.915 -1.332
C 1.517453 5.324657 -0.668138 -0.467 0.685 -0.383 -0.451
C 0.143243 4.706753 -1.032592 -1.260 1.658 0.067 1.953
O -0.691206 5.701066 -1.740029 1.065 -0.904 0.672 -0.511
C -1.942125 5.183706 -2.247418 1.303 0.223 0.243 0.138
H 0.308019 7.400134 2.971188 0.299 0.429 0.090 0.254
H 2.143683 7.315940 3.132508 -0.252 0.227 0.334 0.376
H 1.046530 6.086082 3.855295 0.225 -0.066 0.017 0.375
H 0.259695 5.441989 1.622498 -0.019 0.066 -0.107 -0.556
H 1.892805 5.008437 1.882837 0.326 0.229 -0.006 0.287
H -0.449948 7.237774 0.305007 0.126 0.154 -0.417 0.465
H 0.769499 7.866441 -0.974734 -0.899 -0.115 -0.163 0.369
H 0.804468 8.536971 0.603208 -0.168 -0.286 0.491 0.416
H 3.668449 6.509253 0.892770 -0.146 0.111 0.316 0.373
H 2.831575 8.098098 1.061159 0.399 0.034 -0.313 0.522
H 3.461676 8.328401 -1.638842 -1.122 -0.298 0.014 0.413
H 4.023485 6.630053 -1.526786 -0.356 0.062 0.299 0.149
H 4.750611 7.988134 -0.740138 0.255 -0.386 0.746 0.494
H 2.168191 4.527584 -0.308501 0.121 0.057 0.267 0.073
H 1.897963 5.682986 -1.624649 0.198 0.384 0.352 -0.365
H -0.389628 4.316605 -0.165444 -0.080 0.088 0.259 -0.151
H 0.244774 3.853306 -1.702984 0.653 -0.147 0.026 -0.849
H -2.608677 4.932303 -1.422424 -0.245 0.194 -0.181 -0.248
H -1.754527 4.287877 -2.839361 -0.075 -0.223 -0.071 -0.225
H -2.272647 5.979517 -2.914914 -0.525 -0.189 0.275 0.541
C -1.252408 1.300436 -1.643438 0.526 -0.757 1.209 -0.675
C -1.850972 0.048093 -0.991943 0.356 -1.380 0.359 -0.191
N -1.581038 -0.161780 0.512914 0.996 0.106 1.710 1.058
C -2.218006 0.925834 1.426547 0.542 -0.395 -1.254 -0.011
C -2.235610 -1.496730 0.978912 0.055 0.051 0.829 -0.420
C -1.839587 -2.053301 2.399849 0.224 0.265 -1.738 -0.629
C -0.036391 -0.093131 0.858226 -0.545 -0.315 -0.371 0.454
C 0.810607 -1.253900 0.345437 -0.976 -0.057 -1.131 0.549
O 0.832242 -1.213603 -1.081263 1.639 0.107 -0.728 -0.022
C 2.091247 -1.630897 -1.677362 -0.763 0.056 -0.116 0.417
H -1.488375 2.154255 -1.008288 -0.427 0.439 -0.658 -0.352
H -1.451452 1.344122 -2.714220 -0.780 0.302 0.291 0.704
H -0.165343 1.222821 -1.624505 0.189 -0.190 0.184 -0.520
H -1.402781 -0.851811 -1.413132 0.198 0.220 -0.192 0.280
H -2.911359 -0.166933 -1.124040 -0.138 0.810 0.092 0.858
H -3.247883 1.054880 1.093680 -0.026 0.028 0.231 -0.100
H -1.595114 1.814579 1.325331 -0.222 0.072 -0.054 -0.436
H -2.155197 0.631072 2.474054 -0.091 -0.243 -0.238 0.499
H -2.092631 -2.304203 0.260826 0.399 0.476 -0.297 0.323
H -3.307429 -1.299236 0.996377 -0.010 0.341 -0.100 0.910
H -1.012387 -2.748967 2.258830 0.178 0.005 0.223 -0.157
H -2.708093 -2.652577 2.673107 0.099 0.312 0.566 0.456
H -1.556834 -1.311128 3.146390 -0.495 -0.092 0.097 -0.089
H 0.079162 -0.033348 1.940434 -0.476 -0.005 0.068 -0.656
H 0.334853 0.852394 0.462917 -0.097 -0.101 -0.065 0.154
H 0.342072 -2.208443 0.585092 0.251 -0.151 0.544 -0.350
H 1.837705 -1.205508 0.707142 -0.051 0.206 0.448 -0.545
H 1.956468 -1.647693 -2.758873 -0.210 -0.254 0.133 -0.412
H 2.423903 -2.609881 -1.332353 -0.436 -0.348 0.000 -0.254
H 2.956877 -0.988605 -1.515364 -0.228 0.730 0.508 0.043
C 3.707472 5.101374 -3.488585 -0.765 -0.185 -0.413 -1.049
C 3.696824 4.316296 -4.805683 -0.468 -0.237 0.563 -0.909
N 2.708315 3.068263 -4.858981 0.463 -0.500 -0.349 0.505
C 2.887363 2.457856 -6.244787 -0.831 0.269 0.604 -1.226
C 3.131504 1.947987 -3.798381 -0.628 1.362 -0.325 1.159
C 4.603475 1.713741 -3.717161 0.664 0.154 -0.185 -1.592
C 1.142515 3.510910 -4.719911 2.364 1.218 0.203 0.346
C 0.080368 2.548883 -5.167795 0.834 -0.855 -0.080 -0.968
O 0.444812 1.305091 -4.630744 0.009 -0.083 -0.310 0.769
C -0.321124 0.166546 -4.953665 -1.732 -1.110 0.784 -1.250
H 3.853171 4.433758 -2.639377 -0.509 0.025 0.212 0.192
H 2.799166 5.703902 -3.482268 -0.206 -0.231 0.661 0.413
H 4.500650 5.839521 -3.369787 0.351 -0.227 -0.802 0.645
H 4.731396 4.006439 -4.953121 -0.408 -0.708 -0.478 0.463
H 3.387443 4.958190 -5.630520 0.023 -0.143 -0.057 0.616
H 2.446414 1.461037 -6.247003 0.023 0.118 0.148 0.247
H 3.939060 2.360022 -6.513968 -0.207 0.275 0.059 0.482
H 2.292206 3.099209 -6.894830 0.487 -0.027 -0.425 0.423
H 2.613101 1.033133 -4.085447 -0.437 0.465 0.327 -0.049
H 2.831008 2.478555 -2.894879 -0.522 -0.951 0.361 -0.277
H 4.854425 0.766237 -3.240336 -0.521 -0.028 0.260 0.106
H 5.030581 2.503195 -3.098734 0.556 -0.063 -0.293 0.365
H 5.060311 1.594042 -4.699542 0.159 0.350 -0.064 0.344
H 1.097217 4.410457 -5.333800 0.024 0.026 -0.224 0.432
H 1.011433 3.893154 -3.707582 0.165 -0.562 0.189 -0.578
H 0.030079 2.541963 -6.256616 -0.034 -0.256 -0.243 0.306
H -0.873844 2.937218 -4.811709 -0.274 -0.055 0.207 0.434
H -0.372273 -0.242310 -5.962777 0.888 0.635 -0.435 0.278
H -1.374937 0.268156 -4.694313 -0.290 0.646 0.108 0.453
H -0.041767 -0.659130 -4.299199 0.632 0.197 -0.061 0.202
C 5.737532 -1.778497 -0.195155 -0.480 -0.332 -0.830 -0.520
O 6.153707 -3.170217 -0.209582 0.005 1.352 1.534 -0.533
C 5.313778 -4.089270 -0.857557 0.393 0.750 -0.658 0.836
C 5.751258 -5.451586 -0.439381 -0.939 0.022 0.339 -1.247
N 5.509925 -5.708172 1.100689 1.852 0.050 -4.175 1.341
H 5.792143 -4.864721 1.579263 0.348 0.225 0.581 0.263
H 4.505691 -5.784591 1.176712 -0.881 -0.202 -0.022 -0.371
C 6.210230 -6.957195 1.510448 0.552 0.814 1.099 -0.361
C 7.583949 -6.648418 2.141186 -0.837 0.403 0.923 -0.735
O 7.274154 -5.842767 3.254776 0.220 0.972 1.049 -0.174
C 8.392368 -5.541924 4.138344 -0.879 -1.951 -0.741 -0.895
H 6.257957 -1.132989 0.512365 0.445 -0.740 0.175 0.371
H 4.676358 -1.665878 0.026922 -0.110 -0.236 0.018 -0.002
H 5.916533 -1.334169 -1.174250 -0.074 -0.065 -0.182 0.448
H 5.453594 -3.966215 -1.931525 0.092 -0.367 -0.352 0.551
H 4.233280 -3.987210 -0.756552 -0.147 0.437 0.775 -0.709
H 6.788279 -5.644145 -0.714341 -0.026 -0.081 0.450 0.474
H 5.068305 -6.076099 -1.015292 0.212 -0.741 0.390 0.424
H 6.411227 -7.692623 0.731449 -0.838 0.347 -0.376 0.374
H 5.463105 -7.268999 2.240296 0.870 -1.155 0.379 0.227
H 8.317324 -6.098713 1.551210 -0.222 -0.049 -0.819 0.432
H 8.064704 -7.585131 2.423216 -0.056 -0.276 0.185 0.527
H 9.224209 -5.129662 3.567217 -0.030 0.447 0.276 0.343
H 8.669832 -6.526720 4.514225 0.621 -0.062 0.158 0.388
H 8.056821 -5.015942 5.032125 -0.093 0.541 -0.601 0.164
C -2.719433 -5.516644 1.573900 1.195 0.150 -1.202 -0.233
O -3.941639 -5.825017 0.938984 -2.033 -0.126 -0.709 -0.466
C -4.883236 -4.734667 0.929455 0.064 1.303 -0.458 0.084
C -6.159020 -4.882556 -0.009011 1.408 -2.221 1.323 -0.989
N -5.744716 -5.329744 -1.359173 -1.495 -2.251 0.495 0.889
H -5.516370 -4.581072 -1.997495 -0.320 1.165 -0.721 -0.004
H -4.895487 -5.876399 -1.350495 0.821 -0.405 0.602 0.611
C -6.739297 -6.334726 -1.989075 0.543 1.399 -1.036 -0.367
C -6.294382 -7.763627 -1.854211 1.072 1.270 0.330 -0.649
O -4.906617 -7.703909 -2.098038 0.829 -1.083 -0.603 -0.326
C -4.371221 -9.020633 -2.081587 0.153 -0.671 0.737 -0.867
H -2.293874 -4.644855 1.076930 -0.007 0.477 0.296 -0.180
H -2.013345 -6.290989 1.274031 -0.208 -0.295 0.307 0.263
H -2.683566 -5.401360 2.657198 -0.651 0.031 0.051 0.356
H -4.420855 -3.841321 0.509657 0.605 0.229 0.395 -0.214
H -5.160564 -4.558864 1.968826 -0.468 0.334 -0.155 0.622
H -6.880764 -4.080675 -0.164433 0.564 0.379 0.690 0.444
H -6.651806 -5.751894 0.426326 -0.568 0.050 -0.152 0.442
H -6.643839 -6.086588 -3.046157 -0.259 -0.123 -0.038 0.087
H -7.788832 -6.218125 -1.718925 0.276 0.525 0.429 0.388
H -6.819068 -8.259409 -2.670906 -0.174 -0.764 0.433 0.413
H -6.354024 -8.158441 -0.839975 -0.946 -0.376 -0.080 0.487
H -4.763303 -9.586838 -1.236727 -0.456 0.053 0.262 0.337
H -3.302956 -9.083052 -1.874179 0.083 0.786 -0.546 0.234
H -4.630773 -9.613383 -2.958732 0.059 0.308 -0.353 0.322
N 0.224824 2.726568 3.699167 -0.866 -0.852 -0.188 0.756
O -0.051938 1.612483 4.078085 0.186 -2.454 1.204 -0.664
O -0.434204 3.205003 2.805521 -2.491 1.984 -3.428 -0.275
O 1.097456 3.398951 4.169216 3.388 1.752 2.101 -0.786
N -6.213732 0.320248 2.339147 -0.699 0.798 -0.655 0.503
O -5.626964 1.430676 2.283703 -0.293 1.299 0.569 -0.382
O -7.453391 0.236331 2.505524 1.162 0.113 0.160 -0.709
O -5.503907 -0.654142 2.135375 0.328 -2.008 -0.092 -0.499
N -2.777045 -2.087573 6.851226 -0.001 2.242 -0.705 0.866
O -2.593380 -1.393680 5.828798 0.483 1.878 -0.072 -0.508
O -2.888339 -3.261460 6.627177 -0.337 -3.718 1.128 -0.644
O -2.862588 -1.570226 7.995950 0.151 -0.422 -0.423 -0.707
N 3.721266 2.073360 0.216450 -0.365 -0.831 0.768 0.436
O 4.333648 3.074905 -0.103561 -0.356 3.295 -1.169 -0.730
O 2.475894 2.022489 0.381643 0.487 0.460 -0.390 0.186
O 4.435130 1.101389 0.421143 0.192 -2.777 0.715 -0.716
C 2.215660 -1.798789 -8.206413 1.844 -1.060 1.333 0.668
F 2.988769 -2.012325 -9.285622 -0.274 -0.658 0.669 -0.241
F 1.486665 -0.779095 -8.476781 -1.429 1.912 -0.233 -0.210
F 1.433486 -2.826431 -7.877835 0.552 0.121 -0.715 -0.177
S 3.261024 -1.402156 -6.620719 2.042 0.130 -1.858 0.933
O 4.177979 -0.288296 -6.890006 -0.569 -1.701 -0.390 -0.754
O 2.270493 -1.049482 -5.646676 -0.414 -0.567 0.198 -0.233
N 4.103016 -2.944058 -6.481065 0.215 5.408 -4.239 -0.589
S 3.650486 -3.420369 -5.162558 -1.968 -3.937 6.200 1.263
O 3.987851 -2.572815 -3.981386 -0.371 -1.586 -1.825 -0.578
O 2.313191 -4.026656 -5.239029 1.367 0.817 0.846 -0.687
C 4.707447 -5.051074 -4.890061 0.655 1.972 -1.026 0.214
F 4.093609 -5.576623 -3.865612 -0.372 -1.320 0.512 -0.057
F 4.781067 -5.877432 -5.961658 -0.484 0.488 1.022 -0.245
F 5.994748 -4.834236 -4.493670 -0.471 0.139 -0.316 -0.263
C 2.958172 -6.367468 3.858038 -3.157 0.242 -0.191 0.414
F 2.850309 -7.602632 3.328387 1.018 0.825 0.383 -0.199
F 1.998083 -6.311429 4.840693 1.666 0.263 -1.158 -0.192
F 4.147188 -6.092409 4.358860 -0.054 -0.553 -0.136 -0.158
S 2.498825 -5.017388 2.482168 -0.464 2.439 1.554 0.461
O 1.186981 -4.440213 2.844502 2.537 -2.136 -1.148 -0.360
O 3.575470 -4.019967 2.597363 -0.063 -1.628 -0.563 -0.302
N 2.721975 -5.861584 0.993517 1.142 1.636 3.421 -1.372
S 1.261444 -6.024493 0.509281 -3.813 -4.351 0.895 1.404
O 0.434278 -6.866813 1.427826 2.067 0.993 -2.248 -0.794
O 0.652753 -4.831983 0.110431 -0.867 2.194 -1.340 -0.241
C 1.597004 -6.954940 -1.091013 -1.736 1.362 -1.645 0.251
F 0.451697 -7.043097 -1.811365 -0.455 -0.834 1.305 -0.176
F 2.300328 -6.184854 -1.932491 1.632 -0.016 0.823 -0.143
F 2.122874 -8.149099 -0.951188 0.425 -0.225 0.190 -0.216
C -2.450962 -3.873082 -3.832020 -0.082 -0.320 1.705 0.388
F -3.147495 -4.556001 -4.775484 1.689 0.534 1.185 -0.200
F -2.027526 -4.699982 -2.762840 -1.159 1.087 -2.419 -0.166
F -1.341549 -3.273990 -4.289605 -1.423 -0.733 -0.062 -0.051
S -3.666787 -2.564487 -3.057637 0.516 0.508 2.808 0.803
O -3.399449 -2.519820 -1.609874 -0.301 -0.918 -2.172 -0.810
O -3.407463 -1.307027 -3.739514 -0.516 -1.772 0.040 -0.520
N -5.199765 -3.326907 -3.169485 3.284 -0.157 0.474 -0.721
S -5.917704 -2.590263 -4.313290 -2.328 4.205 -4.337 0.891
O -6.285345 -1.245552 -3.895895 -0.302 -1.383 -0.208 -0.575
O -5.309197 -2.634950 -5.656770 -0.655 -0.929 1.971 -0.666
C -7.573586 -3.526802 -4.563755 0.692 1.144 -0.035 0.402
F -7.242119 -4.795970 -4.855019 -0.888 0.178 0.020 -0.219
F -8.303377 -3.482677 -3.402854 0.429 -0.294 -1.800 -0.216
F -8.263694 -2.972906 -5.638150 1.061 -1.195 2.420 -0.196
C -5.467276 2.266899 -1.569360 -2.007 1.189 0.554 0.332
F -5.084425 1.599481 -0.521274 0.533 0.182 1.939 -0.126
F -4.454490 3.024985 -1.988696 0.492 0.478 -0.371 -0.138
F -5.764796 1.351054 -2.422925 -0.546 -0.587 -2.264 -0.136
S -7.087036 3.371688 -1.139647 0.517 -2.725 1.546 1.013
O -8.162958 2.401115 -1.099899 1.169 0.926 -0.297 -0.669
O -6.695085 3.972006 0.163128 -0.301 -0.485 -2.614 -0.410
N -7.285157 4.370244 -2.469024 2.465 -3.799 0.606 -0.348
S -7.710151 5.651877 -1.830502 -3.393 6.142 1.407 0.852
O -9.001792 5.517963 -1.134213 1.303 0.487 -0.893 -0.667
O -6.732321 6.464317 -1.098008 -0.185 -0.443 -1.058 -0.558
C -8.139673 6.762022 -3.445522 0.318 -3.667 2.868 0.487
F -9.026472 6.088806 -4.182755 -0.446 0.635 -0.081 -0.229
F -8.636932 7.861064 -2.927575 -0.184 0.896 -0.795 -0.199
F -7.077425 6.937916 -4.193646 0.701 1.028 -0.494 -0.218